[1]
16
Properties=species:S:1:pos:R:3:forces:R:3:lowdin_charge:R:1 method="wB97M-V/def2-TZVPD" fmax_ev_per_a=2.23 orbital_gap_ha=0.3387 de_lowest_kj_mol=339.2 smiles="C=C(C)C.C=O" homo_ev=-8.419
O 2.3642 -1.1128 0.0912 0.304 0.269 0.405 -0.027
C 2.4699 -0.2324 0.9096 0.442 -0.253 -0.073 -0.192
C -0.7673 0.1131 -0.1293 0.018 -0.242 -0.534 -0.441
C -0.0646 0.0103 0.9926 -1.496 -0.307 0.332 -0.066
C -0.6860 1.3849 -0.9002 -0.308 0.044 -0.205 -0.061
C -1.4336 -1.1107 -0.6503 0.105 -0.191 -0.634 -0.056
H -0.0076 1.1168 -1.7251 -0.276 0.253 -0.110 0.097
H 3.0236 0.6996 0.7093 -0.012 0.078 -0.245 0.086
H -1.6355 1.7244 -1.3024 -0.085 0.161 -0.240 0.072
H -2.4691 -0.8776 -0.9213 0.197 -0.027 -0.312 0.088
H -1.4876 -1.9339 0.0814 0.250 0.534 -0.209 0.086
H -0.1652 2.1904 -0.3586 -0.373 -0.363 0.044 0.087
H 0.1706 -1.0358 1.1820 -0.460 0.345 1.451 0.067
H -0.8573 -1.4404 -1.5063 -0.287 -0.424 -0.633 0.083
H -0.5396 0.7945 1.5833 1.881 0.386 1.133 0.105
H 2.0851 -0.2906 1.9442 0.101 -0.266 -0.171 0.074

[2]
16
Properties=species:S:1:pos:R:3:forces:R:3:lowdin_charge:R:1 method="wB97M-V/def2-TZVPD" fmax_ev_per_a=0.81 orbital_gap_ha=0.3946 de_lowest_kj_mol=204.8 smiles="C[C@H](C=O)CO.[H][H]" homo_ev=-10.030
O 1.4938 0.4767 -1.5643 -0.762 -0.033 -0.279 -0.009
O 1.0908 1.8742 0.7833 0.234 0.026 -0.085 -0.057
C -1.5795 -0.7333 0.1164 -0.014 -0.010 -0.015 -0.069
C 0.1905 0.8351 1.0513 -0.263 -0.231 0.042 -0.261
C -0.5030 0.3022 -0.2193 -0.066 0.151 -0.034 -0.337
C 0.4500 -0.0987 -1.3263 0.298 0.149 -0.011 -0.281
H 2.0315 -1.1219 -0.2515 0.207 -0.466 0.340 0.091
H -1.1887 -1.5834 0.6915 0.047 0.196 -0.166 0.082
H 0.1269 -0.9634 -1.9522 0.063 0.255 0.026 0.133
H -2.3586 -0.2637 0.7278 0.141 -0.093 -0.117 0.083
H -0.9750 1.1647 -0.7112 -0.228 0.100 0.206 0.158
H -2.0646 -1.1259 -0.7836 0.106 0.046 0.102 0.078
H 0.6730 -0.0005 1.5913 -0.076 0.156 -0.205 0.111
H 1.5672 -1.5795 0.0957 0.226 -0.356 0.287 0.090
H -0.5764 1.2395 1.7248 0.091 -0.105 -0.162 0.125
H 1.6222 1.5778 0.0265 -0.004 0.214 0.070 0.062

[3]
7
Properties=species:S:1:pos:R:3:forces:R:3:lowdin_charge:R:1 method="wB97M-V/def2-TZVPD" fmax_ev_per_a=5.22 orbital_gap_ha=0.3690 de_lowest_kj_mol=422.9 smiles=OOCBr homo_ev=-9.330
Br 2.4596 0.4037 -0.2375 -0.884 -0.190 0.721 0.627
O -0.2589 -0.6003 -0.7408 4.048 2.464 1.051 -0.265
O -1.3315 -0.6667 0.1008 -2.974 -0.539 1.560 -0.150
C 0.5839 0.5413 0.2653 -0.884 -1.692 -4.853 -0.441
H -1.9277 -1.3147 -0.3016 0.230 0.057 -0.113 0.105
H 0.2516 1.4363 -0.3184 -0.027 -0.605 1.654 0.062
H 0.2231 0.2004 1.2322 0.491 0.505 -0.020 0.064

[4]
39
Properties=species:S:1:pos:R:3:forces:R:3:lowdin_charge:R:1 method="wB97M-V/def2-TZVPD" fmax_ev_per_a=3.30 orbital_gap_ha=0.3044 de_lowest_kj_mol=710.4 homo_ev=-8.487
O 0.2261 -3.3173 2.8778 -0.169 -0.155 0.018 -0.054
O -2.2206 -3.8428 -1.5199 0.303 -1.068 0.204 -0.066
O -0.5718 -1.5073 -0.5379 -0.514 -1.414 -0.430 -0.048
O 1.0596 0.0034 0.3648 -0.670 0.800 -2.836 -0.118
O -2.0648 0.9122 2.5598 0.003 -0.166 0.211 -0.059
O 1.3603 0.3319 2.3761 -0.087 0.773 3.197 -0.082
O 2.9899 1.8197 3.8743 0.173 0.483 0.352 -0.051
O 3.3186 0.3206 -0.7821 1.782 -0.281 0.636 -0.096
O -1.3538 0.4390 -2.2388 0.046 -0.518 2.112 -0.099
O -0.7843 1.5528 -3.9740 0.987 1.692 -2.650 -0.058
O -2.8647 -1.5375 -2.1655 -1.047 0.311 -0.434 -0.094
O 1.8497 0.4360 -2.5881 -1.118 0.039 -1.355 -0.048
O -1.1798 3.5543 1.9243 0.090 0.193 -0.159 -0.045
H -0.9380 0.1017 -3.0402 -0.501 -0.029 0.368 0.043
H -0.3072 3.7210 1.5504 -0.037 -0.022 0.089 0.049
H -1.5762 -4.0609 -0.8371 -0.162 -0.033 -0.060 0.023
H 0.4438 -0.2054 -0.3467 0.001 -0.176 -0.014 -0.020
H -0.4389 -3.9683 2.6268 0.049 0.038 0.047 0.028
H 1.9313 1.0308 2.0376 0.359 -0.427 0.264 0.037
H 2.8282 -0.3513 -1.2690 0.136 0.485 0.451 0.007
H 0.7497 0.7917 2.9631 0.325 -0.022 0.349 0.027
H 1.0952 -0.1637 -2.5801 -0.130 0.010 -0.068 0.039
H -1.3459 0.4951 3.0478 -0.167 -0.142 -0.147 0.021
H -1.8684 1.8543 2.6126 0.119 0.079 -0.055 -0.015
H 3.1842 1.9420 4.8104 0.070 -0.021 -0.066 0.046
H 0.3080 -3.4218 3.8325 0.055 0.078 -0.088 0.034
H -0.5146 1.8237 -4.8588 0.076 0.160 -0.242 0.078
H 4.2352 0.0274 -0.8364 0.063 0.073 0.107 0.035
H -0.0537 -2.2911 -0.7528 -0.055 0.065 0.082 0.064
H 2.3561 2.5175 3.6732 0.110 -0.001 0.112 0.032
H 0.7929 0.8830 0.6550 0.011 -0.538 -0.268 0.035
H -1.7351 -3.9546 -2.3450 -0.139 0.184 0.035 0.041
H -2.8230 -0.5761 -2.1117 0.247 0.013 0.114 0.004
H -1.7604 3.5140 1.1560 -0.061 -0.004 0.023 0.058
H -0.7572 1.1345 -1.9399 -0.352 -0.454 0.334 0.043
H -3.8076 -1.7284 -2.2253 0.097 -0.232 0.008 0.040
H -0.3155 2.1595 -3.3899 -0.230 0.217 -0.269 0.055
H 1.4906 1.2601 -2.9359 0.264 -0.198 -0.025 0.039
H -0.9379 -1.6996 0.3327 0.077 0.208 0.054 0.076

[5]
30
Properties=species:S:1:pos:R:3:forces:R:3:lowdin_charge:R:1 method="wB97M-V/def2-TZVPD" fmax_ev_per_a=3.20 orbital_gap_ha="0.2168 / 0.2168" de_lowest_kj_mol=538.0 charge=-1 homo_ev="-2.381 / -2.382"
O -1.4571 1.8434 -0.1637 0.612 -1.184 -0.662 -0.120
O 1.7933 1.4613 -0.2017 0.637 -0.222 -0.674 -0.303
N 0.7466 0.9277 -0.7817 -0.235 -0.389 0.860 -0.087
N -1.5384 0.4710 0.3507 -0.611 1.046 -0.945 0.034
C -1.0069 -2.2091 0.0908 1.734 -0.331 0.973 -0.032
C 0.2987 -4.1102 0.9784 0.216 0.811 -0.353 -0.120
C -0.2518 1.9920 -1.0555 -0.240 0.340 -0.302 -0.531
C 0.2876 3.3861 -0.7721 0.514 -0.494 -0.225 -0.055
C 1.2999 -3.2522 1.3135 -2.330 2.164 -0.324 -0.092
C 1.0654 -1.8881 1.2015 -0.281 -1.408 -0.915 -0.024
C -0.2421 0.0748 0.7108 0.588 2.734 -0.413 -0.379
C -0.7765 -3.5371 0.3070 -0.845 -2.210 -1.462 -0.122
C -0.6635 1.9115 -2.5648 -1.686 -0.805 0.411 -0.048
C -0.0605 -1.3144 0.6267 -0.451 -1.620 0.323 -0.180
C 0.3993 0.7997 1.8569 -1.978 -0.440 -1.165 -0.024
H -1.7649 -0.1527 -0.4352 -0.326 0.921 0.012 0.084
H 0.7677 0.0428 2.4811 0.670 -0.381 1.514 0.048
H -0.9905 0.8520 -2.8105 0.497 1.149 0.206 0.079
H 0.5626 -5.1125 1.2062 -0.825 -1.191 -0.481 0.080
H 1.8106 -1.2231 1.4024 2.097 1.577 0.840 0.081
H -0.3165 1.4712 2.2999 -0.322 0.093 0.490 0.083
H -1.8532 -1.9724 -0.4880 -0.814 0.509 -0.525 0.085
H 2.1613 -3.6584 1.6646 2.637 -0.685 1.189 0.066
H -0.4467 4.0946 -1.0854 -0.717 0.709 0.185 0.063
H 0.6523 3.5017 0.2369 -0.491 0.025 0.445 0.072
H 1.1504 1.3867 1.3702 1.425 0.592 -0.057 0.037
H 1.1822 3.5898 -1.3491 0.139 -0.271 -0.439 0.074
H -1.3665 -4.1864 -0.3426 -0.452 -0.281 0.703 0.094
H 0.1005 2.2327 -3.2791 0.277 -0.275 0.449 0.065
H -1.5434 2.5776 -2.7682 0.561 -0.486 0.344 0.072

[6]
54
Properties=species:S:1:pos:R:3:forces:R:3:lowdin_charge:R:1 method="wB97M-V/def2-TZVPD" fmax_ev_per_a=5.44 orbital_gap_ha=0.3688 de_lowest_kj_mol=668.4 smiles="CCC(=O)N(C)CC.O.O.O.O.O.O.O.O.O.O.O" homo_ev=-10.179
O 0.3733 -2.4618 -1.2467 -0.854 0.551 1.362 -0.053
O -2.2853 -3.4302 -2.2632 0.510 -0.833 1.296 -0.068
O 1.4610 -0.5639 -2.7599 -2.441 -0.322 -0.875 -0.135
O -0.9377 2.9648 -0.7298 1.244 -1.092 2.540 -0.094
O 1.1024 -4.4539 0.9925 0.315 1.119 0.323 -0.061
O -0.4708 1.3759 1.2194 -1.081 0.848 0.247 -0.002
O -1.1349 0.5762 -2.3780 -0.915 -1.847 -1.662 -0.027
O 1.3790 1.9785 -3.7212 0.155 -0.535 -1.364 -0.050
O 0.2068 4.1743 -2.5740 -1.776 -1.579 -0.798 -0.129
O 0.8330 1.3728 4.6677 2.001 -0.107 2.259 0.017
O -4.0155 1.7326 -1.8104 1.812 -2.322 -0.350 -0.105
O -2.9747 -1.1951 -0.6253 -3.728 -1.018 -3.826 -0.092
N 1.5839 0.4979 1.5065 -3.545 -2.071 1.909 -0.078
C 0.1634 0.4815 1.7341 2.914 -0.693 -0.479 -0.427
C -0.6564 -0.5751 2.4231 0.321 -2.263 -2.838 -0.201
C 2.9009 -1.4123 0.7132 -2.551 -1.799 -1.711 -0.103
C -1.5162 -0.1394 3.5095 -3.309 2.977 -0.323 -0.107
C 1.8536 1.6198 0.6496 2.066 2.523 -0.274 -0.086
C 2.4969 -0.6487 1.9691 2.532 1.452 -0.297 -0.160
H 2.1211 -1.3697 2.8276 0.158 1.923 -1.989 0.153
H -2.3162 -4.0353 -1.4860 -0.727 0.241 -0.811 0.075
H 3.8323 -1.9571 0.6603 -0.018 -0.674 0.971 0.081
H 1.6583 1.8943 -2.8246 0.227 0.213 0.996 0.005
H 0.5123 -4.6290 0.2684 -0.397 -0.373 -0.514 0.008
H -2.4543 -0.7395 3.3948 0.963 0.060 1.458 0.109
H -1.3410 -0.9869 1.5714 1.104 0.975 1.256 0.142
H 0.5885 -2.3005 -2.1520 0.875 -0.324 -1.093 0.016
H -3.2117 -1.8736 -1.4381 1.285 2.070 3.049 0.125
H -0.5704 3.5382 -2.8599 2.092 2.147 1.198 0.097
H -1.3595 -3.1779 -2.1155 0.069 0.531 -0.445 0.005
H -0.1658 -1.4858 2.7173 0.915 -0.251 0.112 0.103
H 0.4730 1.9220 4.0351 -1.000 2.508 -2.032 -0.002
H 0.4382 -0.7805 -2.7425 2.890 1.799 -0.465 0.060
H 0.2918 3.9523 -1.6157 -0.438 0.227 -1.161 0.024
H -1.9730 0.8899 3.2217 0.911 -1.335 0.472 0.125
H -0.5755 2.6787 0.1855 -0.190 -0.234 -1.908 0.058
H -3.0183 1.5731 -1.7094 -2.159 0.803 -0.157 0.018
H 1.2877 -3.5019 0.8390 0.069 -0.990 0.245 -0.013
H -1.0545 1.1038 -1.6253 0.859 1.978 2.121 -0.031
H 1.5467 0.1099 -3.4975 -0.491 -0.898 0.984 0.044
H 0.4225 0.5787 4.4295 -0.332 -2.021 -0.066 -0.042
H 1.4889 1.5875 -0.4390 -0.288 -0.168 1.808 0.102
H 1.9726 -2.0248 0.4669 1.497 -0.297 0.579 0.040
H 2.9351 1.7494 0.4735 -0.159 -0.387 0.486 0.093
H -1.9570 0.1137 -2.1538 0.113 -0.464 -0.287 0.020
H -4.2824 0.7978 -2.0719 0.122 1.799 0.569 0.059
H -1.0080 0.0495 4.4621 -1.097 -0.959 0.031 0.071
H 0.4311 -1.5448 -0.8984 -0.015 -0.754 -0.086 0.050
H 1.5542 2.6181 1.2379 0.401 -2.083 -1.691 0.145
H 3.5316 -0.2478 2.3437 -2.221 -0.026 -0.114 0.136
H -1.7216 3.3491 -0.3851 -1.660 0.917 -0.152 0.056
H 2.8998 -1.0445 -0.3264 0.149 1.821 0.690 0.077
H 0.8045 2.7486 -3.7352 0.283 0.271 0.151 0.011
H -2.1438 -1.4486 -0.3347 2.543 -1.035 0.655 -0.057